No. 1
Below is 13 unconnected molecules or ions with the total composition C66H83F7O6 in a non-equilibrium geometry, with properties calculated with ωB97M-V with the def2-TZVPD basis set.

XYZ file:
```
162
Properties=species:S:1:pos:R:3:forces:R:3
C -1.07377 0.46899 5.37945 -0.4 0.3 0.3
C -0.02479 1.26751 4.63814 0.7 0.7 0.2
C 0.76471 1.92037 5.80872 -1.7 -0.1 -0.8
O 0.68453 0.98432 6.86148 0.6 0.0 0.7
C -0.36209 0.05283 6.67301 -0.3 -0.8 -0.9
H -1.55744 -0.30318 4.78215 0.4 -0.3 0.1
H -1.90150 1.12161 5.67946 0.1 0.2 -0.2
H -0.47216 2.02364 3.99222 0.1 -0.1 0.0
H 0.68904 0.68034 4.05833 -0.3 -0.3 -0.1
H 0.21700 2.82705 6.10372 0.2 0.1 0.1
H 1.78241 2.18548 5.53094 0.2 -0.2 0.3
H -1.08856 0.01848 7.48684 0.3 0.3 0.3
H 0.07169 -0.94814 6.59039 0.1 0.0 0.0
C -0.36222 -5.32264 -0.16765 0.3 1.2 0.3
C -0.70131 -4.56356 -1.47884 0.5 -0.3 0.3
C -0.35082 -5.59370 -2.54087 -0.6 -0.2 -0.4
O 0.68508 -6.37711 -1.99789 0.5 0.1 0.3
C 0.37319 -6.58625 -0.61396 -0.8 -0.3 -0.8
H -1.27293 -5.41008 0.42456 0.1 -0.7 0.0
H 0.30654 -4.71653 0.44801 0.0 0.1 -0.1
H -0.02368 -3.72042 -1.62656 -0.2 0.2 0.2
H -1.73408 -4.22269 -1.48036 0.0 0.0 -0.2
H -0.01520 -5.12711 -3.46707 0.2 -0.1 0.0
H -1.20096 -6.24438 -2.79477 -0.1 0.1 0.1
H 1.30864 -6.81491 -0.11319 0.0 0.1 0.2
H -0.30094 -7.44894 -0.55741 0.1 -0.1 0.2
C 0.31717 0.56922 0.22968 0.1 0.2 -0.3
C 0.93047 -0.73355 -0.28088 0.1 0.3 -0.3
C 0.75120 -0.56468 -1.78316 0.3 -0.4 -0.4
O -0.37084 0.28923 -1.99462 0.0 0.3 -0.1
C -0.84928 0.74633 -0.74011 -0.4 -0.5 0.8
H 0.99716 1.40423 0.03593 0.1 -0.2 0.2
H 0.05298 0.57307 1.28732 -0.1 -0.1 0.0
H 0.37660 -1.60195 0.07795 0.1 -0.1 0.1
H 1.99566 -0.84180 -0.09132 -0.1 -0.1 0.4
H 0.61284 -1.51265 -2.31164 -0.2 0.0 0.1
H 1.64655 -0.12800 -2.23984 -0.1 0.2 0.1
H -1.71284 0.12569 -0.45824 0.1 0.0 0.1
H -1.21862 1.77464 -0.75141 0.2 0.1 -0.5
C -4.52303 1.17424 -5.05723 0.0 -0.2 0.8
C -3.48355 1.38921 -3.94488 0.3 0.6 -0.9
C -2.29447 0.57074 -4.42441 -0.2 -0.7 0.5
O -2.46250 0.31174 -5.81478 -0.3 -0.2 -0.1
C -3.65798 0.95213 -6.29040 0.4 0.4 0.9
H -5.19119 2.03443 -5.08987 -0.1 -0.1 -0.4
H -5.11479 0.29608 -4.78753 0.0 -0.1 -0.4
H -3.83866 1.06793 -2.96953 0.0 0.3 0.1
H -3.20052 2.44628 -3.96905 -0.1 0.0 0.5
H -2.31419 -0.37436 -3.86769 0.2 -0.1 -0.2
H -1.32853 1.03077 -4.21816 0.0 0.1 -0.1
H -4.14403 0.32106 -7.02824 0.2 0.1 -0.2
H -3.33039 1.92414 -6.67288 -0.4 0.0 -0.5
C 1.36369 -4.79038 3.25275 -0.6 -0.2 -1.4
C 0.04073 -4.83041 3.97894 -1.0 -0.8 0.1
C 0.02038 -3.52010 4.76555 -0.2 -0.7 -1.3
O 0.88281 -2.66673 3.99645 -0.4 0.5 0.5
C 1.32727 -3.33016 2.79454 1.1 0.5 1.7
H 1.35594 -5.47456 2.39949 0.1 -0.1 0.1
H 2.18880 -5.05618 3.91086 0.2 0.4 -0.1
H -0.17429 -5.74134 4.54369 0.5 0.2 0.4
H -0.78038 -4.84322 3.25138 0.2 0.3 -0.2
H 0.36662 -3.69115 5.78295 0.2 0.5 0.1
H -0.99610 -3.12721 4.71715 0.0 0.2 0.5
H 2.30470 -2.87028 2.63716 0.0 -0.3 -0.4
H 0.67795 -3.05617 1.95765 -0.2 -0.6 0.0
C -2.55038 4.32666 -1.16386 0.0 -1.2 -0.2
C -2.68356 5.81513 -1.00166 -0.1 0.8 0.3
C -3.86124 5.94368 -0.03827 -0.2 -0.7 -0.6
O -4.72152 4.86402 -0.41787 -0.6 -0.4 0.2
C -4.00070 3.79703 -1.01829 1.1 0.7 -0.5
H -1.90355 3.84629 -0.42540 0.1 0.3 0.1
H -2.19554 4.03854 -2.15514 0.3 0.1 0.1
H -2.95391 6.26638 -1.95856 0.0 0.1 0.0
H -1.80695 6.33904 -0.61460 0.1 -0.2 -0.1
H -4.44895 6.84881 -0.17441 0.1 0.1 0.1
H -3.56570 5.82388 1.00801 0.1 0.1 0.0
H -4.35512 3.59349 -2.03237 -0.5 0.1 0.1
H -4.02782 2.85619 -0.46960 -0.2 0.2 0.4
F -3.88062 -2.78657 -0.74323 0.2 -0.1 -0.2
C -3.72523 -2.56447 0.57545 0.6 0.5 -0.3
C -4.84562 -2.58132 1.35178 -1.0 -0.3 0.8
C -4.71467 -2.34350 2.71241 0.9 0.5 0.4
C -3.46677 -2.01740 3.23184 0.3 0.1 0.1
C -2.34050 -1.91306 2.41494 -0.5 -0.5 -0.3
C -2.47219 -2.21647 1.06224 -0.1 0.3 0.1
H -5.82383 -2.79075 0.93853 0.1 -0.1 -0.2
H -5.52054 -2.31686 3.43279 -0.4 -0.2 -0.4
H -3.38723 -1.79847 4.28986 0.0 0.0 0.0
H -1.36757 -1.62817 2.79781 0.0 0.0 0.1
H -1.64947 -2.06046 0.37832 0.0 -0.3 -0.1
F 2.02765 3.29124 0.51833 0.0 0.2 0.3
C 1.39529 4.11097 1.39845 0.1 -0.6 -0.2
C 1.26087 3.70120 2.70498 -0.4 0.1 0.4
C 0.61221 4.56137 3.59338 -0.2 0.2 -0.2
C 0.13950 5.79632 3.16398 -0.1 0.3 -0.7
C 0.27915 6.16964 1.82096 0.0 -0.6 0.6
C 0.86961 5.28509 0.92815 0.1 1.1 -0.3
H 1.57859 2.71096 3.00378 0.1 0.3 -0.1
H 0.40897 4.26643 4.61489 0.2 -0.1 0.0
H -0.39775 6.47592 3.81166 0.1 -0.1 0.3
H -0.06772 7.13467 1.47884 -0.1 0.0 0.0
H 0.96905 5.58340 -0.10839 0.1 -0.3 -0.1
F 3.01166 1.32204 3.43399 0.2 -0.1 -0.2
C 3.93551 0.33131 3.53853 -0.9 -0.1 0.6
C 3.92812 -0.67494 2.59502 0.4 0.3 -0.4
C 4.88218 -1.67083 2.70000 0.0 -0.3 0.3
C 5.73525 -1.69926 3.79719 -0.1 0.0 0.2
C 5.64126 -0.72547 4.77956 -0.2 0.2 0.0
C 4.70106 0.30724 4.68281 1.0 -0.5 -0.3
H 3.23507 -0.65477 1.76534 0.0 0.1 0.0
H 4.91935 -2.46863 1.96874 0.0 0.1 -0.1
H 6.42919 -2.51475 3.95191 0.1 0.0 -0.2
H 6.30102 -0.79088 5.63458 -0.1 0.1 0.1
H 4.63479 1.07327 5.44006 -0.2 0.1 0.0
F 3.56463 5.80065 -5.02027 -0.1 0.0 -0.2
C 2.81448 4.97135 -4.27033 0.1 -0.2 0.7
C 1.51293 5.31624 -3.96092 0.4 0.1 -0.5
C 0.80976 4.50411 -3.08060 0.6 1.1 0.5
C 1.43710 3.41655 -2.50484 -0.8 -1.2 0.0
C 2.68906 2.98302 -2.92734 -0.1 0.8 -0.5
C 3.41162 3.83119 -3.75787 0.1 -0.3 -0.4
H 1.10861 6.21423 -4.41066 -0.1 0.0 0.1
H -0.12551 4.90022 -2.70474 -0.2 -0.5 -0.1
H 0.86499 2.82384 -1.79797 0.1 0.0 -0.1
H 3.09916 2.00552 -2.71936 0.0 0.1 0.6
H 4.42612 3.58207 -4.04361 0.0 0.1 -0.1
F 3.40265 -2.40930 -1.36749 -0.1 0.0 0.5
C 4.24981 -3.11980 -2.13201 0.1 -0.5 -0.7
C 5.57694 -3.23984 -1.78442 0.4 0.4 0.1
C 6.45910 -3.84055 -2.67715 -0.3 -0.5 0.1
C 5.98024 -4.40770 -3.85000 -0.1 0.4 -0.4
C 4.62784 -4.30045 -4.17210 0.1 0.2 0.1
C 3.75310 -3.67665 -3.30409 -0.1 0.4 0.4
H 5.97168 -2.81210 -0.87134 -0.2 0.1 0.0
H 7.50682 -3.89024 -2.41507 0.0 0.0 -0.1
H 6.63836 -4.85277 -4.58445 0.2 0.0 0.2
H 4.24995 -4.60943 -5.13761 0.1 -0.3 0.1
H 2.69918 -3.56257 -3.52501 0.0 0.0 -0.1
F 2.03703 -4.51878 -6.56162 0.1 -0.2 -0.1
C 1.78413 -3.22502 -6.29785 -0.6 0.3 0.3
C 0.61055 -2.90382 -5.63049 -0.2 -0.2 0.0
C 0.34328 -1.58223 -5.33188 0.5 0.0 0.0
C 1.29014 -0.59946 -5.64182 -0.9 0.3 0.3
C 2.44246 -0.93038 -6.30788 0.5 -0.7 -0.6
C 2.68081 -2.25960 -6.67663 0.3 -0.1 0.2
H -0.10563 -3.66958 -5.36168 0.1 -0.1 -0.1
H -0.58986 -1.34088 -4.84208 0.1 0.1 0.0
H 1.05428 0.42886 -5.39536 0.2 0.0 0.0
H 3.18738 -0.20520 -6.60692 -0.1 0.2 0.2
H 3.57491 -2.58428 -7.19406 0.0 0.2 0.0
F -6.34876 2.50803 3.86486 -0.2 -0.1 0.0
C -5.13452 2.45625 3.29153 -0.1 0.4 0.3
C -4.17706 3.34507 3.74666 0.3 0.6 -0.2
C -2.92439 3.36007 3.15157 -0.3 -0.2 -0.3
C -2.62480 2.42602 2.15951 0.3 -0.6 0.8
C -3.58293 1.49232 1.79968 -0.4 -0.1 -0.3
C -4.88394 1.54779 2.29730 0.5 -0.3 0.0
H -4.40991 4.08043 4.50502 -0.2 -0.1 0.1
H -2.19523 4.10535 3.44304 0.1 -0.1 0.1
H -1.58710 2.27112 1.88640 -0.1 0.3 -0.5
H -3.37564 0.67852 1.11447 0.3 0.1 -0.1
H -5.61826 0.83139 1.95762 -0.1 0.1 0.1
```
Positions in Å, forces in eV/Å.

Calculated values
Charge: 0
E, a.u.: -3715.076833
LUMO level, eV: 0.56
HOMO energy, eV: -9.1905
HOMO-LUMO gap, eV: 9.8



No. 2
Below is 2 unconnected molecules or ions with the total composition C19H18N2O2 in a non-equilibrium geometry, with properties calculated with ωB97M-V with the def2-TZVPD basis set.

XYZ file:
```
41
Properties=species:S:1:pos:R:3:forces:R:3
C 1.87132 1.14859 4.15783 0.2 -0.5 0.1
C 2.73183 1.42069 2.91923 -0.1 0.5 -0.1
C 2.18763 0.56139 1.78300 0.9 -0.3 -0.5
N 0.90399 0.05154 2.26689 -1.8 -0.5 -1.5
C 0.06385 -0.53933 1.44774 1.5 0.6 0.3
C -1.26369 -0.92350 1.84497 -2.0 -0.2 0.8
C -2.17836 0.02562 2.38482 0.6 -0.9 0.1
C -3.40775 -0.40992 2.88288 0.4 0.1 -0.3
C -3.76460 -1.75902 2.78231 0.2 0.1 -0.1
C -2.90098 -2.68851 2.19804 0.1 0.0 -0.2
C -1.66317 -2.27342 1.71245 0.5 0.6 0.0
C 0.58958 0.50793 3.63373 -0.4 0.4 0.5
H 2.37754 0.47156 4.84653 0.0 0.0 -0.1
H 1.65137 2.05886 4.71291 0.0 0.0 0.0
H 2.62112 2.46218 2.62496 0.1 0.1 0.1
H 3.78200 1.23098 3.10799 0.1 0.0 0.0
H 2.03197 1.12867 0.85455 0.0 -0.2 0.3
H 2.83976 -0.29263 1.53204 -0.3 0.3 0.2
H 0.37513 -0.73058 0.39633 0.2 0.2 0.3
H -1.87520 1.07179 2.43802 -0.3 -0.3 -0.1
H -4.06726 0.31981 3.35556 0.1 -0.3 -0.2
H -4.72936 -2.08685 3.15187 0.1 0.0 0.0
H -3.18615 -3.74225 2.09478 0.1 0.5 0.1
H -0.94942 -2.96873 1.26092 -0.4 0.1 0.1
H 0.19826 -0.30804 4.25892 0.2 0.1 -0.4
H -0.18782 1.27815 3.58326 0.2 -0.3 -0.1
C 0.82899 0.11892 -6.52249 -0.2 0.2 0.5
C 1.26673 -0.63934 -5.42544 -0.1 0.1 0.2
C 0.81703 -0.28792 -4.15146 0.2 -0.1 -0.9
C -0.03637 0.77033 -3.95907 -0.3 0.5 -0.9
C -0.48862 1.53840 -5.03467 0.2 -0.2 0.2
C -0.04838 1.20789 -6.32711 0.2 -0.3 0.4
C -0.30286 0.87178 -2.47887 0.7 -0.9 0.1
O -1.02447 1.71996 -1.97765 0.1 -0.1 0.3
N 0.41334 -0.14168 -1.84732 0.0 0.1 0.1
C 1.10984 -0.87712 -2.79990 -0.3 0.3 0.5
O 1.84972 -1.84131 -2.62694 -0.4 0.4 0.3
H 1.16853 -0.13185 -7.52802 -0.1 0.1 0.3
H 1.94346 -1.48738 -5.52946 -0.1 0.2 -0.1
H -1.16504 2.36965 -4.84098 0.1 -0.1 -0.2
H -0.38350 1.79469 -7.18314 0.1 -0.2 0.2
```
Positions in Å, forces in eV/Å.

Calculated values
Charge: 0
Energy above the lowest of the compared OMol25 structures with the same formula, charge and spin, kJ/mol: 231.2
E, a.u.: -994.771225
LUMO level, eV: -1.30
HOMO energy, eV: -7.5232
HOMO-LUMO gap, eV: 6.2



Question: Which value of HOMO-LUMO gap does entry 2 give?
Answer: 6.2 eV



Question: What is the E in the first record?
Answer: -3715.076833 a.u.



Question: Look up the E of the second one.
Answer: -994.771225 a.u.



Question: What is the formula in the second record?
Answer: C19H18N2O2